A) One molecule with the formula C7H11N. Source: the Open Molecules 2025 dataset; level of theory: the ωB97M-V functional and the def2-TZVPD basis.

Results
* structure (SMILES): C[C@@H]1C=C[C@H]2CCN12
* HOMO-LUMO gap: 8.963 eV
* multiplicity: 1
* E_LUMO: 0.0413 hartree

Last column: natural (NBO) charge in e.
Cartesian coordinates (Å):
C: -1.88554 -0.44294 1.40743  -0.618
C: -1.13493 -0.28934 0.15128  -0.079
C: -0.37164 -1.60066 -0.29193  -0.186
C: 0.96674 -1.36873 -0.31499  -0.212
C: 1.16940 -0.00070 0.04296  -0.065
C: 1.45534 1.06372 -1.11159  -0.432
C: 0.19948 1.79809 -0.44307  -0.200
H: -1.35433 -0.93917 2.28998  0.205
H: -2.78288 -1.08997 1.21535  0.202
H: -1.97531 0.53226 1.88208  0.228
H: -1.92656 0.15206 -0.57567  0.175
H: -0.98929 -2.43929 -0.59434  0.211
H: 1.77099 -2.11145 -0.34443  0.225
H: 1.92089 0.00577 0.86750  0.180
H: 1.28559 0.68080 -2.13964  0.226
H: 2.30064 1.55946 -0.71004  0.213
H: 0.57363 2.53033 0.24048  0.193
H: -0.70231 1.92760 -1.04543  0.193
N: -0.07346 0.60500 0.32480  -0.459



B) One molecule with the formula C7H11N. Source: the Open Molecules 2025 dataset; level of theory: the ωB97M-V functional and the def2-TZVPD basis.

Results
* structure (SMILES): C1[C@H]2C[C@@H]2N[C@@H]2C[C@@H]12
* HOMO-LUMO gap: 10.320 eV
* multiplicity: 1
* E_LUMO: 0.0396 hartree

Last column: natural (NBO) charge in e.
Cartesian coordinates (Å):
C: 1.18897 0.24819 1.02940  -0.383
C: 0.30340 -0.99655 0.91527  -0.241
C: -0.91466 -1.75696 1.46084  -0.383
C: -1.10181 -0.61049 0.43892  -0.077
C: -0.31236 0.96997 -0.90011  -0.087
C: 0.89748 1.70790 -1.53986  -0.388
C: 1.10366 0.59683 -0.49770  -0.235
H: 0.74117 0.99357 1.64227  0.207
H: 2.17160 -0.04593 1.30700  0.206
H: 0.76415 -1.70390 0.18737  0.197
H: -1.37863 -1.54793 2.42044  0.218
H: -0.76759 -2.85905 1.25351  0.230
H: -1.38142 0.31393 1.02595  0.158
H: -2.09248 0.08575 -1.24062  0.350
H: -0.73705 1.68605 -0.17318  0.161
H: 0.78256 2.81178 -1.33826  0.223
H: 1.33971 1.50081 -2.51871  0.226
H: 1.45914 -0.29955 -0.95841  0.207
N: -1.12704 -0.26984 -1.00685  -0.590



What should be chosen as the least stable of them? Choose B).